DFT (ωB97M-V/def2-TZVPD) results for C6H8 as an isolated structure at a distorted geometry.

```
14
Properties=species:S:1:pos:R:3:forces:R:3
C 1.5692 -0.7188 -0.6241 -1.68 2.48 1.95
C 1.5098 0.7256 -0.7161 0.24 -2.87 0.07
C 0.6276 -1.1793 0.5209 -0.99 -0.64 -1.87
C 0.7321 1.3520 0.5477 2.86 -3.64 1.58
C -0.0405 0.1681 0.2389 1.64 0.63 0.05
C -1.2370 0.3283 -0.6217 -2.15 0.00 2.03
H 1.9311 -1.4080 -1.3624 0.34 0.10 -0.42
H -0.0861 -2.0368 0.2535 1.08 1.13 0.21
H 1.0377 -1.4094 1.4933 0.19 0.45 0.32
H 1.4208 1.4778 1.4521 -1.07 -0.93 -1.09
H 0.5041 2.2760 0.2490 -1.86 3.31 -1.09
H -1.9355 1.0031 0.0301 0.71 -1.35 -1.42
H -1.7248 -0.6278 -0.9011 0.19 0.51 0.49
H -1.0568 0.8340 -1.5334 0.50 0.80 -0.80
```
Positions in Å, forces in eV/Å.

The calculation puts the HOMO-LUMO gap at 8.702 eV. The energy above the lowest of the compared OMol25 structures with the same formula, charge and spin is 99.4 kcal per mole. As for the spin multiplicity: 1. As for the total charge: 0. For the largest force on an atom, the calculation gives 4.89 eV Å⁻¹. The highest occupied orbital energy is -0.285 Ha. The calculation puts the LUMO energy at 0.956 eV.

DFT (ωB97M-V/def2-TZVPD) results for one molecule with the formula C6H8 at a distorted geometry.

```
14
Properties=species:S:1:pos:R:3:forces:R:3
C -2.6051 -0.8343 0.1107 -2.89 -0.52 -0.24
C -1.4520 -0.3152 0.0080 2.01 1.52 0.00
C -0.2701 0.2258 -0.0719 3.24 -1.61 -0.01
C 0.2121 1.6769 -0.0359 -0.52 -0.93 1.12
C 0.9242 -0.8269 -0.0337 -0.12 -1.21 -1.49
C 2.2816 -0.7552 -0.1206 -1.87 4.36 2.03
H -3.1121 -1.0798 -0.8601 0.11 -0.01 1.28
H -3.1413 -0.8353 1.0962 0.47 -0.41 -1.16
H -0.4772 2.3867 -0.5071 0.02 -0.21 0.36
H 1.1745 1.7112 -0.6010 -0.59 0.25 0.96
H 0.2513 1.8128 1.1191 0.58 0.61 -2.12
H 0.6233 -1.8836 -0.2098 -0.58 0.79 0.47
H 2.6749 0.3293 0.1385 -0.05 -2.40 -0.91
H 2.9160 -1.6123 -0.0325 0.19 -0.22 -0.29
```
Positions in Å, forces in eV/Å.

The calculation puts the HOMO-LUMO gap at 9.795 eV. The energy above the lowest of the compared OMol25 structures with the same formula, charge and spin is 58.4 kcal per mole. As for the spin multiplicity: 1. As for the total charge: 0. For the largest force on an atom, the calculation gives 5.16 eV Å⁻¹. The highest occupied orbital energy is -0.323 Ha. As for the SMILES: C=C=C(C)C=C. The calculation puts the LUMO energy at 1.002 eV.

- The highest energy above the lowest of the compared OMol25 structures with the same formula, charge and spin belongs to which entry?
  number 1

- What is the formula in the first record?
  C6H8

- Look up the total charge of the second one.
  0

Repeat the second record exactly.
DFT (ωB97M-V/def2-TZVPD) results for one molecule with the formula C6H8 at a distorted geometry.

```
14
Properties=species:S:1:pos:R:3:forces:R:3
C -2.6051 -0.8343 0.1107 -2.89 -0.52 -0.24
C -1.4520 -0.3152 0.0080 2.01 1.52 0.00
C -0.2701 0.2258 -0.0719 3.24 -1.61 -0.01
C 0.2121 1.6769 -0.0359 -0.52 -0.93 1.12
C 0.9242 -0.8269 -0.0337 -0.12 -1.21 -1.49
C 2.2816 -0.7552 -0.1206 -1.87 4.36 2.03
H -3.1121 -1.0798 -0.8601 0.11 -0.01 1.28
H -3.1413 -0.8353 1.0962 0.47 -0.41 -1.16
H -0.4772 2.3867 -0.5071 0.02 -0.21 0.36
H 1.1745 1.7112 -0.6010 -0.59 0.25 0.96
H 0.2513 1.8128 1.1191 0.58 0.61 -2.12
H 0.6233 -1.8836 -0.2098 -0.58 0.79 0.47
H 2.6749 0.3293 0.1385 -0.05 -2.40 -0.91
H 2.9160 -1.6123 -0.0325 0.19 -0.22 -0.29
```
Positions in Å, forces in eV/Å.

The calculation puts the HOMO-LUMO gap at 9.795 eV. The energy above the lowest of the compared OMol25 structures with the same formula, charge and spin is 58.4 kcal per mole. As for the spin multiplicity: 1. As for the total charge: 0. For the largest force on an atom, the calculation gives 5.16 eV Å⁻¹. The highest occupied orbital energy is -0.323 Ha. As for the SMILES: C=C=C(C)C=C. The calculation puts the LUMO energy at 1.002 eV.